(1)
C22H45CoN2OP3 as an isolated structure at a distorted geometry, computed with ωB97M-V/def2-TZVPD.

```
74
Properties=species:S:1:pos:R:3:mulliken_spin:R:1
Co 0.2103 -0.7571 0.2792 2.454
P -1.5258 -1.9554 0.4132 0.009
P 0.8319 -0.7659 2.3069 0.165
P 1.8543 -1.7648 -0.5896 0.041
H 1.0723 1.4910 0.0433 -0.006
C 0.6005 0.7032 -0.5685 -0.010
C -0.8488 0.4942 -0.2686 0.040
H -1.2285 1.1552 0.5365 0.032
C -2.7642 -1.3820 1.6412 0.012
C -1.3090 -3.7273 0.8283 0.029
C -2.5724 -2.0440 -1.0847 0.022
C 2.4376 0.0775 2.5725 0.045
C -0.1693 -0.0182 3.6507 0.051
C 1.1381 -2.4308 3.0448 0.023
C 1.4179 -2.5228 -2.1967 0.017
C 2.7957 -3.1220 0.2229 0.030
C 3.2521 -0.6834 -1.1045 0.017
H 0.8933 0.7598 -1.6304 0.010
H -1.5373 0.4239 -1.1317 0.014
H -3.1911 -0.4276 1.3054 0.002
H -2.3019 -1.2410 2.6263 -0.004
H -3.5647 -2.1290 1.7197 0.001
H -1.1388 -3.8425 1.9056 -0.001
H -0.4562 -4.1415 0.2738 -0.007
H -2.2248 -4.2536 0.5327 0.009
H -3.2338 -1.1707 -1.1195 0.000
H -3.1721 -2.9615 -1.0388 0.004
H -1.9505 -2.0629 -1.9884 -0.017
H 2.9431 -0.3998 3.4205 0.004
H 2.2415 1.1323 2.8053 0.000
H 3.0809 0.0223 1.6854 -0.005
H -0.4025 -0.7721 4.4099 0.009
H -1.0972 0.4036 3.2545 -0.007
H 0.4035 0.7931 4.1118 0.005
H 2.1157 -2.4199 3.5416 0.007
H 1.1306 -3.2270 2.2926 -0.005
H 0.3504 -2.6391 3.7772 0.003
H 2.1335 -3.3253 -2.4065 0.003
H 1.4666 -1.7630 -2.9838 -0.001
H 0.4065 -2.9437 -2.1503 -0.008
H 3.5963 -3.4441 -0.4555 0.007
H 2.1294 -3.9686 0.4266 0.000
H 3.2409 -2.7736 1.1655 -0.001
H 4.1101 -1.3127 -1.3697 0.001
H 3.5410 0.0034 -0.3022 -0.002
H 2.9431 -0.0990 -1.9794 0.002
C -1.8626 -0.0672 -5.1514 0.267
C -0.5706 -0.2999 -4.6247 0.079
C 0.4889 0.4810 -5.0927 0.060
C 0.2663 1.4770 -6.0578 0.261
C -0.9861 1.5851 -6.6761 0.026
C -2.0675 0.8395 -6.1982 0.111
O -2.9863 -0.6069 -4.5662 0.162
H -2.7575 -1.4115 -4.1773 -0.006
H -0.4507 -1.0546 -3.8396 0.020
H 1.4928 0.3151 -4.6992 0.013
H 1.0727 2.1506 -6.3386 0.002
H -1.1489 2.2584 -7.5194 0.005
H -3.0805 0.9526 -6.5809 -0.001
C 1.7127 5.1993 3.3062 0.000
C 0.6073 4.3303 2.8658 0.002
C -0.7634 4.3716 3.1334 0.003
C -1.3257 3.2722 2.4532 -0.003
N -0.3592 2.5845 1.8248 0.006
N 0.7874 3.2582 2.0772 0.003
C -2.7381 2.8472 2.4378 0.000
H 1.4410 6.2505 3.1526 0.000
H 1.9132 5.0585 4.3771 0.000
H 2.6362 4.9920 2.7495 0.000
H -1.2906 5.0905 3.7335 0.000
H 1.6608 2.9280 1.6752 0.000
H -2.9321 2.0543 3.1785 0.000
H -3.3702 3.7048 2.6871 0.000
H -3.0374 2.4716 1.4452 -0.001
```

Calculated values
2S+1: 5
Total charge: +3
Kohn-Sham gap (spin up / spin down): 7.503 / 3.344 eV
HOMO energy (spin up / spin down): -15.57 / -15.56 eV
E_LUMO (spin up / spin down): -8.065 / -12.217 eV


(2)
C22H46BaBrP3 as an isolated structure, computed with ωB97M-V/def2-TZVPD.

```
73
Properties=species:S:1:pos:R:3:mulliken_charge:R:1
Ba 0.8337 -0.2187 0.8168 0.894
C 3.4858 -1.1972 -0.1638 0.275
C 3.5152 -1.1691 1.2507 0.248
C 2.6980 -2.2204 1.7253 -0.031
C 2.1571 -2.8952 0.6068 0.493
C 2.6565 -2.2773 -0.5653 1.957
C 2.5418 -2.8596 -1.9515 -1.986
C 1.2952 -4.1229 0.6836 -1.550
C 2.4267 -2.5833 3.1565 -1.353
C 4.3425 -0.2245 2.0756 -1.724
C 4.3089 -0.3030 -1.0475 -1.690
H 3.3607 -2.5190 -2.5887 0.491
H 1.6127 -2.6269 -2.4831 0.116
H 2.6127 -3.9490 -1.9147 0.421
H 1.8331 -4.9683 1.1244 0.411
H 0.9553 -4.4404 -0.3049 0.406
H 0.4035 -3.9727 1.3033 0.100
H 2.7022 -3.6211 3.3665 0.311
H 1.3681 -2.4841 3.4278 0.163
H 2.9806 -1.9447 3.8432 0.390
H 5.3557 -0.6097 2.2296 0.290
H 3.8998 -0.0386 3.0542 0.376
H 4.4459 0.7495 1.5896 0.325
H 4.1893 -0.5529 -2.1031 0.361
H 5.3745 -0.3869 -0.8164 0.389
H 4.0550 0.7579 -0.9387 0.229
C -2.7757 -3.3473 0.2961 -1.443
P -1.9644 -1.8224 -0.3090 0.796
C -3.4008 -0.8267 -0.8791 -1.061
C -1.2890 -2.4228 -1.9229 -0.080
C -1.1086 -1.3197 -2.9738 -1.659
P -0.1680 0.1930 -2.4519 1.127
C 1.3545 0.1278 -3.4677 -1.343
C -1.0881 1.4352 -3.4444 -1.609
H -3.4814 -3.7354 -0.4411 0.393
H -3.3049 -3.1410 1.2262 0.399
H -2.0202 -4.1070 0.4993 0.357
H -4.0037 -1.3311 -1.6368 0.464
H -3.0357 0.1258 -1.2678 -0.165
H -4.0346 -0.5998 -0.0199 0.479
H -1.9415 -3.2021 -2.3279 0.605
H -0.3321 -2.8975 -1.6886 -0.349
H -2.0917 -0.9668 -3.2910 0.565
H -0.6274 -1.7344 -3.8642 0.648
H 1.1327 -0.0819 -4.5164 0.448
H 2.0446 -0.6205 -3.0846 0.119
H 1.8454 1.1004 -3.4016 0.438
H -1.1627 1.1050 -4.4831 0.480
H -0.5671 2.3925 -3.4208 0.431
H -2.0925 1.5855 -3.0489 0.370
Br 1.0087 1.2030 3.5434 -0.799
C -3.4110 2.8911 3.4704 -1.298
C -2.6202 1.8230 2.7208 -0.490
P -1.6256 2.3591 1.2636 0.728
C -0.7561 3.8618 1.8897 -0.910
C 0.5346 4.1522 1.1261 -1.147
C -2.9347 3.1245 0.2047 -0.660
C -2.3601 3.9313 -0.9567 -1.221
H -3.9089 2.4549 4.3378 0.417
H -4.1811 3.3507 2.8499 0.303
H -2.7555 3.6819 3.8359 0.269
H -3.2878 1.0318 2.3618 0.339
H -1.9019 1.3470 3.3916 0.318
H -0.5077 3.6609 2.9329 0.554
H -1.4373 4.7173 1.8632 0.502
H 1.2587 3.3567 1.3144 0.159
H 0.9849 5.0877 1.4618 0.382
H 0.3716 4.2271 0.0488 0.271
H -3.5722 3.7675 0.8158 0.357
H -3.5663 2.3128 -0.1690 0.414
H -1.8787 4.8423 -0.5993 0.365
H -3.1404 4.2264 -1.6601 0.405
H -1.6106 3.3580 -1.5039 0.019
```

Calculated values
2S+1: 1
Total charge: 0
Kohn-Sham gap: 7.117 eV
HOMO energy: -6.90 eV
E_LUMO: 0.221 eV


(3)
C22H46Br6O16S4 as an isolated structure at a distorted geometry, computed with ωB97M-V/def2-TZVPD.

```
94
Properties=species:S:1:pos:R:3:mulliken_charge:R:1
O 0.9878 -1.7385 2.3875 -0.548
C 1.3459 -2.4909 3.2480 0.262
O 2.5944 -3.0024 3.2382 -0.150
C 2.7985 -3.8844 4.3537 -0.494
C 1.5537 -3.7796 5.2702 -0.798
C 0.5744 -2.9297 4.4559 0.274
H 3.6797 -3.4770 4.8522 0.395
H 3.0398 -4.9112 4.0840 0.339
H 1.8638 -3.1550 6.1041 0.268
H 1.1776 -4.7586 5.5416 0.359
H 0.3514 -1.9756 4.9329 0.424
H -0.2799 -3.3733 3.9413 -0.293
O -2.1782 2.7476 -2.7061 -0.540
C -1.9755 3.9283 -2.5944 0.472
O -1.9175 4.5035 -1.3772 -0.317
C -1.4570 5.8471 -1.4801 -0.024
C -1.8433 6.2896 -2.9077 -0.579
C -1.8292 4.9554 -3.6845 -0.171
H -0.3760 5.8829 -1.3298 -0.173
H -1.9327 6.4088 -0.6755 0.390
H -1.0638 6.9661 -3.2524 0.315
H -2.8281 6.7526 -2.9224 0.285
H -0.8098 4.8498 -4.0657 -0.069
H -2.5795 4.8258 -4.4539 0.440
O 1.4068 6.7181 -4.1928 -0.609
S 2.4679 5.9619 -3.5867 1.107
O 3.6597 6.5888 -3.0441 -0.639
O 1.8033 5.0423 -2.4316 -0.135
C 2.5929 4.6064 -1.3290 -0.516
C 1.7660 3.6343 -0.4994 -0.230
C 2.9554 4.6633 -4.7186 -0.680
H 2.8821 5.4281 -0.6704 0.273
H 3.5060 4.1488 -1.7172 0.437
H 2.2815 3.2187 0.3636 0.119
H 1.5122 2.7614 -1.1078 -0.065
H 0.8183 4.0934 -0.2187 0.149
H 3.7687 4.0758 -4.2974 0.338
H 3.2891 5.1331 -5.6423 0.430
H 2.1237 3.9991 -4.9336 -0.075
O -2.2093 -1.1173 -1.1662 -0.383
S -3.2986 -1.1452 -0.2394 0.878
O -4.0725 -2.3263 0.0040 -0.486
O -2.7788 -0.4842 1.1839 -0.337
C -1.5893 0.3239 1.1095 -0.440
C -1.5644 1.5464 0.1840 0.215
C -4.4413 0.1248 -0.8227 -0.542
H -0.7166 -0.3199 1.0026 0.131
H -1.4819 0.7309 2.1171 0.476
H -0.6264 2.0806 0.3076 0.182
H -2.3770 2.2203 0.4649 0.341
H -1.7298 1.2812 -0.8562 -0.536
H -3.7942 0.9611 -1.0874 0.101
H -5.1169 0.3998 -0.0199 0.358
H -4.8784 -0.2373 -1.7486 0.166
O 6.5740 -1.0524 0.1992 -0.648
S 6.2525 -1.2619 1.5851 1.237
O 7.2588 -1.1383 2.6021 -0.638
O 5.1030 -0.1662 1.9669 -0.317
C 3.9752 -0.0815 1.0925 -0.124
C 2.8698 0.6764 1.8177 -0.791
C 5.4276 -2.8343 1.7367 -0.693
H 3.6080 -1.0619 0.7809 0.214
H 4.2865 0.4065 0.1654 0.303
H 3.0576 1.7319 2.0094 0.411
H 2.7663 0.2462 2.8166 0.268
H 1.9046 0.4962 1.3473 -0.059
H 6.1293 -3.5799 1.3755 0.470
H 4.5197 -2.8242 1.1424 0.234
H 5.1851 -2.9310 2.7908 0.115
O -0.0466 -5.6281 2.5351 -0.558
S -1.2658 -5.3269 1.8316 1.153
O -1.8821 -6.3678 1.0547 -0.632
O -2.3353 -4.7011 2.9305 -0.323
C -3.6748 -4.5700 2.4235 -0.002
C -4.6163 -5.3197 3.3464 -1.406
C -1.0741 -3.8340 0.8212 -0.761
H -3.8281 -5.0078 1.4357 0.409
H -3.9346 -3.5140 2.3500 0.206
H -4.6798 -4.8477 4.3261 0.328
H -4.2060 -6.3286 3.3981 0.327
H -5.6176 -5.3393 2.9152 0.380
H -0.0923 -3.8695 0.3547 0.522
H -1.0816 -2.9860 1.5030 -0.046
H -1.9079 -3.8172 0.1271 0.411
C -5.1543 -2.6665 -4.4694 -0.361
Br -5.1505 -3.3884 -2.6459 0.006
Br -6.6617 -3.4558 -5.4314 -0.047
Br -3.4912 -3.1160 -5.3769 -0.001
H -5.2020 -1.5964 -4.3321 0.364
C 0.2353 0.1498 -3.1423 -0.117
Br 0.9794 1.5600 -4.2794 -0.014
Br 1.3242 -0.0436 -1.5292 0.039
Br 0.1806 -1.5724 -4.0676 -0.031
H -0.7901 0.3675 -2.8739 0.084
```

Calculated values
2S+1: 1
Total charge: 0
Kohn-Sham gap: 9.956 eV
HOMO energy: -10.17 eV
E_LUMO: -0.218 eV


(4)
C22H46CaFN2O14S as an isolated structure at a distorted geometry, computed with ωB97M-V/def2-TZVPD.

```
87
Properties=species:S:1:pos:R:3:mulliken_charge:R:1
C -1.8611 -4.8913 -1.3862 -1.327
C -1.0173 -4.5106 -0.1155 0.607
C 0.1264 -5.5252 0.1935 -0.824
O 1.4431 -4.9781 0.1831 -0.402
C 1.7824 -4.3547 1.3959 -0.930
C 1.4565 -2.8309 1.2866 0.686
C 2.2924 -1.9378 2.2480 -1.196
N 1.5231 -0.6630 2.3753 0.524
O 2.1561 0.2963 3.1374 -0.370
C 1.3191 0.7425 4.2330 -0.239
C 1.8271 2.1245 4.8188 -0.606
O 1.6430 2.0277 6.2124 -0.385
C 0.6885 2.9573 6.6689 -0.065
C 0.9967 3.3356 8.1462 -1.234
C 1.0941 -0.1880 1.0373 -0.373
O -0.3163 -0.1239 1.0261 -0.468
C -0.7925 0.8203 0.0985 -0.076
C -0.9201 2.3089 0.6574 0.140
C -0.0890 3.2292 -0.2988 -1.312
C 1.7050 -0.9795 -0.1542 -0.505
O 1.6360 -2.3925 -0.0432 -0.296
H -2.1506 -3.9398 -1.8693 0.277
H -2.8035 -5.3695 -1.0635 0.272
H -1.2771 -5.4746 -2.1134 0.484
H -0.6542 -3.4826 -0.2977 -0.107
H -1.6566 -4.4435 0.7843 0.193
H 0.1065 -6.2791 -0.6143 0.439
H -0.1141 -6.0842 1.1184 0.289
H 1.1164 -4.7492 2.1922 0.378
H 2.8112 -4.5728 1.7234 0.389
H 0.3920 -2.7167 1.5993 0.187
H 2.4633 -2.3926 3.2379 0.477
H 3.3020 -1.7498 1.8459 0.354
H 0.6577 -0.9283 2.8750 0.690
H 0.2630 0.9079 3.9394 0.212
H 1.3951 -0.0178 5.0374 0.237
H 1.2054 2.9008 4.3562 0.321
H 2.8583 2.3467 4.5240 0.315
H 0.7054 3.8944 6.0851 0.343
H -0.3586 2.5832 6.6318 0.226
H 0.9747 2.4445 8.7906 0.286
H 0.2514 4.0509 8.5312 0.368
H 1.9681 3.8516 8.1548 0.317
H 1.4520 0.8578 0.9506 0.551
H -1.8234 0.4598 -0.1871 0.464
H -0.2279 0.8715 -0.8452 -0.225
H -0.5848 2.4420 1.6971 0.445
H -1.9931 2.6373 0.5702 -0.184
H -0.2178 4.2967 -0.0920 0.442
H -0.3981 2.9565 -1.3201 0.351
H 0.9606 2.9000 -0.2111 0.246
H 2.7545 -0.6525 -0.2800 0.267
H 1.1871 -0.7153 -1.0942 0.201
F 2.5467 4.4242 4.4188 -0.886
O 0.8878 0.0508 -3.6885 -0.625
C 1.6311 0.9865 -3.6846 0.442
O 1.3830 2.1220 -2.9830 -0.251
C 2.4057 3.0972 -3.2648 -0.450
C 3.5924 2.2946 -3.7608 -0.607
C 2.9192 1.1191 -4.4563 0.124
H 2.0264 3.7886 -4.0203 0.299
H 2.6360 3.6569 -2.3589 0.338
H 4.2582 2.8668 -4.4050 0.321
H 4.1767 1.9321 -2.9108 0.306
H 2.6872 1.3421 -5.4976 -0.180
H 3.5133 0.2114 -4.3833 0.345
C 2.7623 2.9211 -9.3415 -0.738
N 2.8648 2.5698 -7.9027 0.897
O 2.8624 1.3970 -7.6085 -0.560
O 2.9438 3.4861 -7.1176 -0.503
H 2.6989 2.0050 -9.9179 0.323
H 1.8661 3.5220 -9.4677 0.288
H 3.6533 3.4846 -9.6042 0.281
C -5.8336 -3.3780 0.5291 -1.115
C -4.5114 -4.0737 0.9381 0.475
O -4.5643 -5.3685 0.6239 -0.778
H -6.6962 -3.7993 1.0477 0.289
H -5.7782 -2.3102 0.7914 0.241
H -6.0148 -3.4450 -0.5443 0.291
H -4.3660 -3.8167 2.0193 0.111
H -3.7043 -3.4617 0.4511 -0.235
Ca -3.7073 1.9231 0.6575 1.001
O -8.6766 0.8423 -1.6911 -0.627
S -7.7272 1.8354 -2.2194 1.167
O -7.4822 1.5895 -3.6508 -0.641
O -6.4451 1.7047 -1.4744 -0.549
O -8.2480 3.2021 -2.0297 -0.645
```

Calculated values
2S+1: 1
Total charge: -1
Kohn-Sham gap: 2.272 eV
HOMO energy: -3.83 eV
E_LUMO: -1.554 eV


(5)
A 4-piece molecular cluster, C22H46ClN4O5 overall at a distorted geometry, computed with ωB97M-V/def2-TZVPD.

```
78
Properties=species:S:1:pos:R:3:mulliken_charge:R:1
C -5.5310 -1.5025 -0.0807 0.271
C -5.0921 -0.8364 0.8047 -0.566
C -4.6007 -0.0871 1.9493 -0.791
N -4.8842 1.3605 1.7939 0.352
C -3.8849 2.1957 1.1507 -1.083
C -2.6499 2.4749 2.0075 0.077
O -2.4042 3.5574 2.4746 -0.431
C -6.0248 1.8424 2.1881 0.078
N -7.0346 1.0511 2.7332 -0.027
Cl -6.6704 0.5105 4.3421 -0.042
C -8.2502 1.9175 2.7460 0.432
C -9.5731 1.2867 2.3320 -1.354
C -7.8525 3.1969 1.9763 -0.572
O -8.2403 3.2542 0.6352 -0.563
N -6.3762 3.1756 2.0434 -0.031
C -5.7613 3.9696 3.1502 -0.416
N -6.3599 5.2956 3.1643 -0.634
H -5.8903 -2.2083 -0.7942 0.457
H -5.0532 -0.4784 2.8522 0.347
H -3.5245 -0.2001 2.0598 0.355
H -3.5387 1.6769 0.2539 0.540
H -4.2875 3.1466 0.8223 0.396
H -1.9139 1.6723 2.1794 0.399
H -8.3346 2.2652 3.7735 0.481
H -10.2814 1.4020 3.1455 0.308
H -9.9977 1.8150 1.4846 0.384
H -9.4526 0.2382 2.0820 0.349
H -8.3345 4.0426 2.4494 0.626
H -7.6130 2.7889 0.0727 0.371
H -5.8861 3.5040 4.1294 0.328
H -4.6889 4.0334 2.9632 0.395
H -5.7928 5.8595 3.7881 0.298
H -6.2413 5.6932 2.2362 0.253
C 0.1266 -1.2476 -3.0476 -1.068
C -0.9381 -0.5399 -2.2308 -0.365
O -0.4138 0.3237 -1.2341 -0.438
C 0.3977 1.3904 -1.6983 0.032
C -0.3272 2.3515 -2.6254 -1.050
H 0.8289 -1.7666 -2.3944 0.291
H -0.3316 -1.9732 -3.7196 0.444
H 0.6991 -0.5469 -3.6571 0.244
H -1.5312 -1.2802 -1.6918 0.337
H -1.6307 0.0033 -2.8845 0.341
H 1.3063 1.0075 -2.1742 -0.006
H 0.7161 1.9280 -0.8046 0.377
H -0.6039 1.8778 -3.5681 0.277
H 0.3118 3.2027 -2.8588 0.422
H -1.2437 2.7189 -2.1585 0.186
C 4.8127 -1.1603 -1.3367 -1.144
C 5.3090 -2.2671 -2.2515 -0.047
O 4.2965 -2.8382 -3.0612 -0.469
C 3.6546 -1.9549 -3.9580 0.281
C 4.5855 -1.3267 -4.9818 -1.195
H 3.9693 -1.5095 -0.7381 0.272
H 5.6127 -0.8398 -0.6690 0.421
H 4.4795 -0.2860 -1.8994 0.335
H 5.6953 -3.0835 -1.6409 0.116
H 6.1422 -1.9173 -2.8703 0.248
H 3.1094 -1.1818 -3.4033 -0.231
H 2.9064 -2.5549 -4.4779 0.378
H 5.3110 -0.6580 -4.5163 0.270
H 4.0127 -0.7427 -5.7031 0.429
H 5.1410 -2.0980 -5.5160 0.293
C 10.6918 -2.9772 1.7636 -1.041
C 9.3930 -2.2438 1.4757 -0.313
O 8.8847 -2.4645 0.1726 -0.413
C 8.5668 -3.8059 -0.1490 -0.344
C 7.4904 -4.4079 0.7391 -1.150
H 11.4367 -2.7484 1.0008 0.292
H 11.0827 -2.6811 2.7372 0.388
H 10.5538 -4.0594 1.7780 0.261
H 9.5628 -1.1690 1.5417 0.330
H 8.6359 -2.4892 2.2296 0.296
H 9.4684 -4.4279 -0.1424 0.335
H 8.2089 -3.7854 -1.1790 0.353
H 7.8268 -4.5158 1.7712 0.374
H 7.2110 -5.3977 0.3774 0.386
H 6.6035 -3.7714 0.7457 0.276
```

Calculated values
2S+1: 1
Total charge: +1
Kohn-Sham gap: 6.322 eV
HOMO energy: -10.74 eV
E_LUMO: -4.418 eV


For reference, energy by record: -94034.9442 -122166.7161 -519913.7976 -87179.7468 -52268.4635 eV.